# 1
8
Properties=species:S:1:pos:R:3:forces:R:3 method="wB97M-V/def2-TZVPD" energy_ha=-603.04988 e_above_lowest_kj_mol=294.5 spin_multiplicity=1 largest_force_ev_per_a=2.3 smiles="NP[N+](=O)[O-]"
N -0.553388 0.089822 0.254235 0.3 1.1 -1.8
P 0.763746 -0.935600 0.419943 -0.6 0.5 2.2
N 2.256687 0.090599 0.065965 -0.8 0.8 -0.2
O 2.086453 1.248967 0.414487 0.6 0.0 -0.1
O 3.254145 -0.369449 -0.434830 0.1 -0.2 0.1
H -0.667396 0.822218 -0.520051 0.4 -1.7 1.5
H -0.825009 0.479977 1.129805 -0.3 0.3 0.5
H 0.758834 -1.512277 -0.769345 0.1 -0.8 -2.2

# 2
7
Properties=species:S:1:pos:R:3:forces:R:3 method="wB97M-V/def2-TZVPD" energy_ha=-527.77521 e_above_lowest_kj_mol=296.6 spin_multiplicity=1 largest_force_ev_per_a=1.8
N 0.308791 0.394097 0.669639 1.5 0.7 -0.6
N 1.122754 -0.460426 -1.594297 -0.5 -0.4 0.7
O -1.929401 -0.066182 1.617262 -0.3 -0.3 -0.1
P -0.896279 -0.534951 0.444623 -1.2 -0.7 -0.1
H 0.988323 0.440734 -2.042059 0.2 0.3 0.0
H 2.068940 -0.484496 -1.216913 0.1 0.3 0.0
H -1.663129 0.711225 2.121744 0.2 0.1 0.1

# 3
7
Properties=species:S:1:pos:R:3:forces:R:3 method="wB97M-V/def2-TZVPD" energy_ha=-527.77469 e_above_lowest_kj_mol=297.9 spin_multiplicity=1 largest_force_ev_per_a=4.3 smiles="N/N=P/O"
N 0.289038 0.804434 0.698570 -0.3 -0.5 -1.0
N -0.096894 0.069426 -0.380463 0.7 -4.2 0.4
P 0.405800 -2.002239 -0.394859 -0.6 3.7 0.7
O -0.609741 -2.555971 -1.527079 2.8 -1.7 0.5
H 0.606853 0.485931 1.617772 0.1 -0.5 -0.7
H 0.813959 1.526430 0.255515 0.4 1.2 0.7
H -1.346614 -2.037426 -1.629776 -3.1 2.1 -0.6

# 4
6
Properties=species:S:1:pos:R:3:forces:R:3 method="wB97M-V/def2-TZVPD" energy_ha=-452.54088 e_above_lowest_kj_mol=308.3 spin_multiplicity=1 largest_force_ev_per_a=3.5
N -0.656017 1.200535 0.606096 1.5 -1.8 -2.6
N -0.339599 -0.121346 0.346920 0.7 1.9 -0.4
P 0.584558 -1.400515 -0.386519 -0.1 1.1 -0.2
H -0.215316 1.834089 -0.186051 -0.6 -1.9 1.8
H -0.823070 -0.753110 0.949303 -1.1 0.4 1.2
H 1.449443 -0.759654 -1.329749 -0.3 0.3 0.2

# 5
7
Properties=species:S:1:pos:R:3:forces:R:3 method="wB97M-V/def2-TZVPD" energy_ha=-850.75813 e_above_lowest_kj_mol=88.0 spin_multiplicity=1 largest_force_ev_per_a=2.6
N 1.504035 -0.496638 1.020134 -0.1 -0.7 -1.1
N 1.525527 -1.093589 -0.035180 -0.2 -0.4 -1.6
P 1.631846 0.023303 2.395393 0.1 1.2 2.4
S -1.436001 0.595088 -0.483968 0.6 -0.1 1.3
H 0.863507 -0.703972 -0.726389 0.3 -0.1 0.4
H -1.505096 0.437512 -1.768824 -0.2 -0.1 -1.3
H -2.583816 1.238295 -0.401167 -0.5 0.3 -0.1

# 6
7
Properties=species:S:1:pos:R:3:forces:R:3 method="wB97M-V/def2-TZVPD" energy_ha=-241.11569 e_above_lowest_kj_mol=414.7 spin_multiplicity=1 largest_force_ev_per_a=2.6
N 1.863719 -0.258365 -0.008578 0.0 -0.4 0.0
N 0.970957 0.471350 0.216319 2.4 -0.8 -0.4
N -1.580033 -0.087938 -0.014595 -1.0 0.5 0.4
O -0.503457 -0.855613 0.100619 -1.8 1.7 0.4
H 2.928781 -0.143809 -0.078486 -1.3 1.0 0.3
H -1.911889 0.609660 0.744727 1.4 -1.9 -1.3
H -1.768078 0.264712 -0.960006 0.3 -0.2 0.5